(1)
34
Properties=species:S:1:pos:R:3:mulliken_charge:R:1 method="wB97M-V/def2-TZVPD" e_above_lowest_kj_mol=105.1 e_tot_ev=-18357.252 smiles=Cc1c[nH]c2ccccc12.Cc1ccccc1 homo_energy_ha=-0.288 multiplicity=1 total_charge=0
N -0.991 3.148 -3.289 -0.137
C 1.152 -3.029 1.740 -0.467
C -1.596 -0.132 -1.968 -0.612
C 0.386 -0.405 4.339 -1.419
C -1.372 1.046 -4.538 -0.588
C -1.689 -0.301 -4.400 -0.474
C 3.246 -2.026 2.384 -0.440
C 0.466 -2.138 2.549 -0.382
C -0.700 2.102 0.290 -1.245
C -1.745 -0.879 -3.128 -0.450
C -0.914 2.298 -1.182 0.567
C 2.545 -1.160 3.241 -0.484
C 2.543 -3.069 1.769 -0.458
C -0.831 3.419 -1.929 -0.788
C -1.108 1.779 -3.402 -0.188
C 1.174 -1.296 3.376 0.831
C -1.196 1.179 -2.106 0.930
H -0.628 3.723 -4.028 0.258
H -1.729 2.119 0.675 0.291
H 3.061 -3.914 1.339 0.375
H 3.099 -0.556 3.947 0.308
H 0.019 2.796 0.709 0.372
H -0.608 -2.021 2.650 0.376
H -1.468 1.542 -5.494 0.331
H -2.030 -1.924 -3.160 0.354
H 0.035 -0.999 5.173 0.322
H -1.642 -0.707 -1.055 0.370
H 1.042 0.425 4.611 0.392
H -0.390 1.082 0.530 0.260
H -1.760 -1.000 -5.223 0.349
H 0.606 -3.639 1.031 0.365
H -0.422 0.093 3.802 0.317
H -0.873 4.423 -1.534 0.398
H 4.321 -1.978 2.280 0.366


(2)
14
Properties=species:S:1:pos:R:3:mulliken_charge:R:1 method="wB97M-V/def2-TZVPD" e_above_lowest_kj_mol=502.7 e_tot_ev=-7357.045 homo_energy_ha=-0.320 multiplicity=1 total_charge=0
O 2.122 -0.184 0.782 -0.211
C 1.356 -0.670 -0.203 -0.465
C -1.248 -0.305 0.286 -0.672
C 1.091 0.657 1.374 -0.331
C -0.830 0.827 -0.588 -0.676
C 0.187 0.137 0.276 0.783
H 0.400 -1.801 -2.258 -0.250
H 1.382 1.711 1.339 0.260
H 0.879 0.345 2.401 0.258
H -0.087 -1.988 -2.793 0.282
H -1.462 -1.266 -0.174 0.268
H -0.756 0.658 -1.658 0.262
H -1.117 1.834 -0.297 0.247
H -1.827 -0.081 1.178 0.246


(3)
18
Properties=species:S:1:pos:R:3:mulliken_charge:R:1 method="wB97M-V/def2-TZVPD" e_above_lowest_kj_mol=136.5 e_tot_ev=-9467.145 smiles=c1ccccc1.CO homo_energy_ha=-0.342 multiplicity=1 total_charge=0
O -1.031 1.364 -1.806 -0.429
C 1.280 -1.596 0.654 -0.448
C -1.701 0.949 -2.864 -0.666
C 1.577 0.307 2.151 -0.482
C 2.095 -0.781 1.415 -0.295
C 0.221 0.605 2.066 -0.325
C -0.086 -1.309 0.652 -0.334
C -0.604 -0.252 1.344 -0.263
H -1.640 1.750 -3.647 0.267
H 1.706 -2.439 0.112 0.371
H -0.162 0.919 -1.953 0.321
H 2.191 0.874 2.762 0.433
H -2.792 1.106 -2.832 0.255
H -0.198 1.532 2.483 0.333
H -1.685 -0.084 1.335 0.318
H -0.804 -1.810 0.003 0.346
H 3.149 -1.012 1.419 0.350
H -1.515 -0.124 -3.294 0.249


(4)
38
Properties=species:S:1:pos:R:3:mulliken_charge:R:1 method="wB97M-V/def2-TZVPD" e_above_lowest_kj_mol=215.2 e_tot_ev=-20967.898 smiles="C=C(C)/C=C/C=C/C.O.O.O.O.O.O" homo_energy_ha=-0.305 multiplicity=1 total_charge=0
O -3.272 0.799 -1.528 -0.616
O 3.373 -1.486 1.455 -0.605
O 0.513 -0.811 3.003 -0.632
O -2.831 1.455 3.179 -0.647
O 2.497 0.324 -3.229 -0.626
O -1.974 2.995 1.038 -0.633
C -0.407 -1.151 -0.009 -0.732
C 0.468 -3.468 -0.193 -0.989
C -0.539 -2.602 -0.293 0.276
C -1.841 -2.914 -0.976 -1.262
C 1.656 3.296 -0.586 -1.272
C 1.521 1.798 -0.702 -0.314
C 0.651 -0.386 -0.297 0.506
C 0.576 1.051 -0.116 0.105
H -3.989 0.157 -1.468 0.301
H 1.093 3.967 -1.231 0.273
H -1.270 -0.699 0.471 0.533
H -1.774 2.287 0.428 0.430
H 1.546 3.606 0.460 0.342
H 0.068 -1.545 3.438 0.308
H -2.330 0.657 3.356 0.290
H 2.686 -0.064 -4.086 0.290
H -2.605 -2.135 -0.941 0.248
H -2.354 -3.838 -0.689 0.385
H -1.688 -3.075 -2.049 0.280
H 1.463 -3.041 -0.114 0.271
H 3.138 -0.567 1.271 0.295
H 0.004 -0.656 2.194 0.256
H 2.320 1.475 -1.348 0.000
H -2.306 2.068 2.639 0.365
H 1.488 -0.835 -0.811 0.100
H -0.037 1.649 0.547 0.589
H 3.252 -1.499 2.412 0.305
H -2.724 0.421 -2.226 0.316
H 0.361 -4.510 -0.455 0.334
H 3.082 -0.025 -2.555 0.299
H 2.705 3.572 -0.750 0.379
H -2.519 3.727 0.759 0.253


(5)
22
Properties=species:S:1:pos:R:3:mulliken_charge:R:1 method="wB97M-V/def2-TZVPD" e_above_lowest_kj_mol=310.2 e_tot_ev=-11451.500 smiles="CCCNCC=[N+]=CO" homo_energy_ha=-0.549 multiplicity=1 total_charge=+1
O 2.185 0.754 1.704 -0.353
N 0.383 1.922 2.464 -0.345
N -0.193 0.163 0.616 -0.162
C -0.760 1.440 2.641 -0.062
C 0.438 0.092 -1.751 -0.424
C -0.688 0.470 -0.783 -0.744
C 0.561 -1.433 -1.570 -1.191
C 1.174 1.465 1.488 0.071
C -1.118 0.198 1.662 -0.639
H 0.363 -0.724 0.632 0.284
H 0.303 0.572 -2.686 0.457
H -1.302 -0.850 2.092 0.380
H 1.285 2.235 0.620 0.363
H -1.530 -0.145 -1.064 0.389
H -0.190 -1.997 -2.294 0.283
H 0.264 -1.782 -0.628 0.368
H 1.928 0.139 2.423 0.437
H -1.499 1.902 3.280 0.421
H 1.406 0.405 -1.455 0.222
H -2.164 0.496 1.376 0.352
H 1.501 -1.831 -1.756 0.442
H -0.843 1.533 -0.744 0.450


(6)
93
Properties=species:S:1:pos:R:3:mulliken_charge:R:1 method="wB97M-V/def2-TZVPD" e_tot_ev=-98873.278 smiles="CN(C)B(O)[C@@H]1OS(=O)(=O)O[C@]1(CCO[Si](C)(C)C)PP(=O)(O)O.CCOC(=O)OC.CCOC(=O)OC.CCOC(=O)OC" homo_energy_ha=-0.349 multiplicity=1 total_charge=0
S -0.512 -1.088 -3.253 1.093
P -0.938 -4.718 0.247 0.794
P 0.317 -4.887 -1.514 -0.281
Si -4.775 -2.232 -2.796 0.876
O -1.031 3.921 7.891 -0.244
O -0.582 -2.182 -2.099 0.381
O 0.306 -0.038 -2.739 -0.683
O -0.155 4.588 9.860 -0.563
O -1.778 -0.825 -3.842 -0.593
O -3.135 2.448 2.941 -0.366
O -1.349 -3.369 0.674 -0.382
O 0.004 -5.523 1.263 -0.482
O 0.329 -1.971 -4.294 -0.561
O -2.174 -5.729 0.031 -0.543
O 3.012 -1.573 -3.730 -0.085
O -1.341 1.508 3.950 -0.591
O 8.431 1.134 -6.240 -0.357
O -2.207 0.738 2.013 -0.232
O 6.730 0.336 -5.181 -0.402
O -1.987 5.544 8.941 -0.355
O -3.639 -3.156 -3.584 -0.473
O 6.899 2.578 -5.428 -0.556
N 2.842 -2.696 -1.574 0.004
C -4.110 -1.204 -1.396 -1.017
C -3.182 3.440 3.980 -0.164
C -1.178 -0.258 1.969 -0.380
C 4.300 -2.477 -1.512 -1.229
C -1.387 -4.064 -3.480 -1.513
C -2.791 -4.019 -2.857 -0.047
C -6.138 -3.313 -2.071 -1.187
C -2.167 4.538 3.759 -1.102
C 0.032 2.970 7.759 -0.623
C -5.468 -1.106 -4.100 -1.132
C -1.068 7.603 9.885 -1.106
C 9.144 2.248 -6.785 -0.640
C 7.308 1.459 -5.600 0.775
C 0.972 -3.040 -3.531 -1.101
C 4.335 0.743 -5.450 -0.996
C -2.052 6.464 10.043 -0.190
C -2.146 1.561 3.054 0.705
C -0.974 4.678 8.984 0.734
C 5.479 0.508 -4.491 0.105
C 2.158 -1.939 -0.492 -0.810
C -0.206 -3.499 -2.658 1.355
B 2.319 -2.390 -2.886 0.070
H -3.174 -0.694 -1.624 0.133
H -2.289 5.313 4.516 0.347
H -3.038 2.957 4.947 0.296
H -2.288 4.985 2.772 0.330
H 4.290 -0.058 -6.191 0.282
H -4.196 3.833 3.944 0.288
H 4.555 -1.412 -1.450 0.374
H -1.147 -5.111 -3.681 0.632
H -1.433 -0.930 1.160 -0.079
H -0.508 -6.034 1.899 0.327
H -6.085 -4.364 -2.360 0.309
H -1.448 -3.572 -4.453 0.516
H 5.569 1.322 -3.772 0.308
H -0.043 7.238 9.930 0.312
H 10.085 1.845 -7.146 0.221
H 8.585 2.688 -7.610 0.292
H -7.101 -2.919 -2.410 0.309
H 3.394 0.781 -4.902 0.189
H 1.480 -4.434 -0.884 0.048
H 5.334 -0.420 -3.943 0.077
H -6.392 -0.630 -3.764 0.326
H 4.789 -2.908 -2.383 0.353
H 0.973 3.483 7.565 0.315
H -4.858 -0.422 -1.215 0.517
H -4.724 -0.351 -4.363 0.262
H -3.076 6.831 10.031 0.292
H 4.689 -2.962 -0.613 0.383
H -2.999 -5.270 0.234 0.355
H 2.913 -1.538 0.186 0.456
H -0.236 2.350 6.908 0.137
H 2.493 -1.285 -4.487 0.250
H -0.212 0.207 1.774 0.305
H -1.154 4.144 3.830 0.286
H 0.120 2.365 8.658 0.322
H -2.763 -3.771 -1.792 0.006
H -1.216 8.101 8.926 0.291
H -4.017 -1.768 -0.468 0.264
H -1.211 8.331 10.683 0.363
H 9.324 3.001 -6.022 0.303
H 4.455 1.687 -5.981 0.394
H 1.552 -1.110 -0.862 0.248
H 1.504 -2.586 0.099 0.095
H -5.695 -1.670 -5.009 0.303
H -1.137 -0.813 2.904 0.352
H -1.892 5.924 10.975 0.323
H -3.201 -5.033 -2.942 0.325
H 1.244 -3.857 -4.208 0.436
H -6.142 -3.231 -0.980 0.321


Quick rundown of Kohn-Sham gap, same order as above: 0.3195, 0.3525, 0.3742, 0.3205, 0.4143, 0.3540 Eh